Entry from OMol25: a cluster of 2 separate species, C29H35BO3S in total in a non-equilibrium geometry (ωB97M-V with the def2-TZVPD basis set).

Structure (XYZ):
```
69
C29H35BO3S, DFT ωB97M-V with the def2-TZVPD basis set
C -1.180 -5.222 2.196
C -1.146 -3.725 2.416
C -1.384 -3.349 3.870
O 0.230 -3.313 2.159
B 0.084 -2.056 1.603
C 0.945 -0.842 2.059
C 2.124 -0.374 1.222
C 2.008 0.693 0.316
C 3.146 1.382 -0.115
C 4.420 0.977 0.281
C 4.538 -0.151 1.091
C 3.408 -0.841 1.526
C -0.205 0.120 2.127
C -0.573 0.431 3.389
C 0.336 -0.159 4.424
C 1.307 -1.067 3.597
O -1.031 -1.926 0.794
C -2.018 -2.828 1.394
C -2.637 -3.597 0.247
C -3.012 -1.872 2.051
H -2.200 -5.615 2.280
H -0.753 -5.494 1.230
H -0.574 -5.705 2.967
H -2.399 -3.586 4.207
H -0.679 -3.923 4.479
H -1.164 -2.282 4.032
H 1.021 1.002 -0.043
H 3.027 2.257 -0.748
H 5.297 1.536 -0.026
H 5.516 -0.473 1.435
H 3.562 -1.743 2.129
H -0.643 0.573 1.240
H -1.358 1.128 3.682
H -0.191 -0.753 5.194
H 0.924 0.597 4.980
H 2.354 -0.833 3.812
H 1.126 -2.114 3.889
H -3.417 -4.287 0.595
H -3.077 -2.898 -0.478
H -1.859 -4.162 -0.277
H -3.771 -2.408 2.635
H -2.480 -1.140 2.679
H -3.519 -1.298 1.264
C 6.330 -2.002 -1.404
O 5.114 -1.408 -1.901
C 3.940 -2.012 -1.584
C 2.770 -1.391 -2.103
C 1.563 -1.798 -1.615
C 1.506 -2.997 -0.882
C 0.456 -3.887 -1.170
C 0.418 -5.256 -0.878
C -0.375 -5.978 -1.804
C -1.004 -5.146 -2.719
C -1.807 -5.549 -3.883
S -0.683 -3.474 -2.452
C 2.636 -3.454 -0.181
C 3.877 -3.087 -0.655
H 7.115 -1.403 -1.858
H 6.373 -1.939 -0.311
H 6.393 -3.048 -1.718
H 2.874 -0.552 -2.788
H 0.638 -1.262 -1.800
H 1.007 -5.690 -0.074
H -0.422 -7.069 -1.853
H -1.659 -6.614 -4.073
H -2.867 -5.352 -3.682
H -1.497 -4.973 -4.761
H 2.492 -4.126 0.661
H 4.794 -3.548 -0.272
```

Properties
DFT total energy = -48295.100 eV
maximum force = 2.9 eV Å⁻¹
frontier orbital gap = 7.2 eV
structure (SMILES) = CC1(C)OB([C@@]2(c3ccccc3)C=CCC2)OC1(C)C.COc1ccc(-c2ccc(C)s2)cc1
energy relative to the best compared isomer or geometry (same formula, charge and spin) = 120.29 kJ/mol

Formally, the Mulliken partial charges of the atoms, in units of the elementary charge, are as follows: -1.64, 1.69, -1.66, -0.29, -0.62, 1.82, 0.39, 0.09, -1.03, -0.63, -1.25, 0.24, -1.26, -0.77, -1.09, -0.86, -0.42, 2.04, -1.98, -1.58, 0.31, 0.15, 0.41, 0.37, 0.37, 0.21, 0.23, 0.42, 0.43, 0.58, 0.54, 0.35, 0.43, 0.38, 0.37, 0.70, 0.28, 0.34, 0.41, 0.38, 0.31, 0.22, 0.35, -0.85, -0.45, 0.77, -1.69, 0.32, -0.03, 1.10, -0.42, -1.01, 0.78, -1.30, -0.26, -0.33, -1.04, 0.25, 0.28, 0.37, 0.42, 0.62, 0.62, 0.37, 0.38, 0.26, 0.31, 0.44, 0.35